{
  "formula": "C7H13O3",
  "method": "ωB97M-V with the def2-TZVPD basis set",
  "elements": ["O", "C", "C", "O", "C", "C", "H", "H", "H", "H", "H", "H", "C", "O", "C", "C", "H", "H", "H", "H", "H", "H", "H"],
  "xyz": [[-2.22322, 2.53552, 0.38277], [-1.09875, 2.15449, 0.13909], [-0.75340, 1.41921, -1.10530], [0.63040, 1.29087, -1.27048], [0.93158, 0.24888, -2.07831], [1.78434, -0.37233, -2.88686], [-0.23358, 2.45308, 0.76932], [-1.22930, 1.88849, -1.98133], [-1.02145, 0.25814, -1.28205], [0.89539, -0.72422, -1.40462], [2.84894, -0.13888, -2.81722], [1.49582, -1.55556, -2.91208], [0.23888, 0.35037, 2.63751], [-0.63516, -0.20576, 1.68813], [-0.10727, -1.36142, 1.08404], [-1.05168, -1.95386, 0.10334], [-0.27300, 1.19587, 3.11269], [0.49525, -0.37507, 3.42891], [1.17368, 0.69026, 2.15770], [0.15998, -2.10850, 1.86440], [0.84132, -1.09332, 0.57612], [-0.75483, -2.88117, -0.39008], [-2.11394, -1.71509, 0.18431]],
  "multiplicity": 2,
  "lumo_ev": [0.78, 0.05],
  "orbital_gap_ha": [0.338, 0.325]
}

=====

{
  "formula": "H2N2O4S",
  "method": "ωB97M-V with the def2-TZVPD basis set",
  "elements": ["N", "N", "O", "O", "O", "O", "S", "H", "H"],
  "xyz": [[-0.58162, 1.28014, 0.29924], [0.72448, -1.22243, 0.22944], [1.55223, -0.31032, 0.85946], [0.56155, -2.33283, 0.41320], [-1.52609, -0.70325, -0.97616], [0.41404, 0.49977, -1.83104], [-0.31512, 0.01618, -0.71770], [-1.15972, 1.14898, 1.18965], [0.33024, 1.62376, 0.53392]],
  "lumo_ev": -1.27,
  "orbital_gap_ha": 0.369,
  "smiles": "NS(=O)(=O)[N+](=O)[O-]"
}

=====

We obtain largest force on an atom values of 5.77; 9.14 eV Å⁻¹ for the records listed above, in that order.
We obtain ΔE to the lowest compared entry with this formula, charge and spin values of 64.1; 53.3 kcal/mol for the records listed above, in that order.